Record 1
{
  "formula": "C43H53BN4O5P2STi",
  "method": "the ωB97M-V functional and the def2-TZVPD basis",
  "multiplicity": 2,
  "gap_ev": [6.56, 6.66],
  "relative_energy_kcal_mol": 0.0,
  "homo_ha": [-0.150, -0.154],
  "total_charge": -1,
  "s_squared": 0.7542,
  "symbols": ["Ti", "S", "P", "P", "O", "O", "O", "O", "O", "N", "N", "N", "N", "C", "C", "C", "C", "C", "C", "C", "C", "C", "C", "C", "C", "C", "C", "C", "C", "C", "C", "C", "C", "C", "C", "C", "C", "C", "C", "C", "C", "C", "C", "C", "C", "C", "C", "C", "C", "C", "C", "C", "C", "C", "C", "C", "B", "H", "H", "H", "H", "H", "H", "H", "H", "H", "H", "H", "H", "H", "H", "H", "H", "H", "H", "H", "H", "H", "H", "H", "H", "H", "H", "H", "H", "H", "H", "H", "H", "H", "H", "H", "H", "H", "H", "H", "H", "H", "H", "H", "H", "H", "H", "H", "H", "H", "H", "H", "H", "H"],
  "coordinates": [[-0.26, 0.27, -0.28], [-0.14, -0.23, -2.82], [2.34, 0.89, -0.88], [-1.85, -2.15, -0.48], [-1.22, 2.00, -0.74], [-0.98, 3.29, -2.80], [-1.53, 0.08, 1.33], [-1.50, 4.41, -0.84], [0.53, 1.37, 1.35], [-2.77, 0.30, -2.75], [-1.40, 0.81, 2.36], [0.90, -1.53, 0.17], [-0.31, 1.46, 2.36], [-1.63, -4.50, 4.37], [-2.83, 1.38, -5.30], [-1.02, -2.72, 1.06], [3.23, 1.91, 0.44], [-1.66, 0.88, -4.78], [3.10, 1.55, -2.46], [-1.47, 7.34, -3.06], [1.00, -2.62, 2.36], [4.09, -3.32, -0.38], [-1.11, 4.62, -3.05], [-0.55, 3.24, 5.59], [-1.26, -3.50, -1.63], [-1.65, 0.35, -3.47], [4.94, -2.31, -0.86], [1.18, 4.24, 4.26], [-1.50, -4.91, -1.11], [0.93, 3.33, 3.24], [3.11, 0.59, -3.65], [4.51, 2.63, 0.04], [0.38, -3.32, 3.38], [2.78, -3.07, -0.05], [-4.49, -2.45, -1.41], [-3.89, 0.80, -3.27], [-1.43, 5.29, -1.87], [-1.62, -3.42, 2.10], [-3.98, 1.36, -4.53], [4.38, -1.05, -1.01], [0.32, -2.31, 1.18], [0.45, 4.20, 5.44], [-0.81, 2.32, 4.59], [-0.97, 5.28, -4.25], [3.49, 1.05, 1.68], [2.37, 2.84, -2.82], [-0.06, 2.39, 3.41], [6.38, -2.58, -1.19], [2.21, -1.78, -0.17], [-1.15, 6.67, -4.24], [-3.64, -2.51, -0.14], [3.05, -0.77, -0.69], [-1.61, 6.66, -1.85], [-4.16, -1.48, 0.87], [-1.78, -3.36, -3.07], [-0.94, -3.74, 3.27], [-1.22, 3.11, -1.40], [-3.73, -3.52, 0.29], [-0.19, -3.29, -1.64], [-1.14, -3.95, -3.74], [-1.85, 7.17, -0.93], [1.34, 2.62, -3.12], [-0.73, 4.74, -5.15], [4.88, 3.20, 0.89], [-1.91, -5.51, 4.05], [5.30, 1.92, -0.24], [2.32, 3.54, -1.98], [4.31, 0.36, 1.50], [2.48, 2.66, 0.69], [2.61, 0.48, 1.96], [-1.76, -2.33, -3.41], [-3.58, -1.47, 1.79], [6.50, -3.55, -1.67], [1.48, 3.35, 2.32], [-0.73, 0.90, -5.34], [0.65, 4.90, 6.23], [4.48, -4.33, -0.28], [-2.54, -4.00, 4.70], [2.10, 0.32, -3.95], [-1.05, 7.22, -5.16], [-5.20, -1.70, 1.11], [-4.10, -0.48, 0.44], [-5.54, -2.39, -1.14], [-0.97, -4.61, 5.24], [0.93, -3.54, 4.29], [5.00, -0.25, -1.41], [-4.77, 0.75, -2.63], [3.76, 1.70, 2.52], [2.16, -3.88, 0.31], [-2.66, -3.72, 2.01], [-1.08, -5.06, -0.12], [6.78, -1.82, -1.85], [-1.57, 1.57, 4.70], [-1.04, -5.64, -1.79], [4.14, 1.78, -2.22], [-4.24, -1.56, -2.00], [-4.92, 1.76, -4.89], [7.00, -2.59, -0.28], [3.60, 1.09, -4.49], [2.87, 3.35, -3.64], [-2.79, -3.75, -3.17], [-4.36, -3.33, -2.04], [-1.60, 8.42, -3.09], [3.66, -0.33, -3.43], [-2.57, -5.14, -1.07], [-2.84, 1.80, -6.30], [4.37, 3.33, -0.79], [2.02, -2.28, 2.48], [1.96, 4.99, 4.14], [-1.12, 3.20, 6.51]]
}

---

Record 2
{
  "formula": "C2H9N2O",
  "method": "the ωB97M-V functional and the def2-TZVPD basis",
  "multiplicity": 1,
  "smiles": "NC[NH2+]CO",
  "gap_ev": 10.43,
  "relative_energy_kcal_mol": 48.0,
  "homo_ha": -0.510,
  "total_charge": 1,
  "symbols": ["O", "N", "N", "C", "C", "H", "H", "H", "H", "H", "H", "H", "H", "H"],
  "coordinates": [[-0.77, -1.37, -0.38], [0.94, 0.13, -0.38], [-1.11, 1.23, 0.45], [0.29, 1.24, 0.46], [0.56, -1.28, -0.02], [-1.11, -2.27, -0.23], [-1.57, 0.99, -0.41], [1.93, 0.39, -0.30], [-1.54, 2.05, 0.85], [0.72, 2.13, -0.02], [0.70, 1.08, 1.42], [0.67, 0.21, -1.36], [1.19, -1.94, -0.62], [0.70, -1.41, 1.06]]
}

---

Record 3
{
  "formula": "C4H9NP",
  "method": "the ωB97M-V functional and the def2-TZVPD basis",
  "multiplicity": 1,
  "gap_ev": [9.30, 6.23],
  "relative_energy_kcal_mol": 140.7,
  "homo_ha": [-0.496, -0.438],
  "total_charge": 1,
  "symbols": ["P", "N", "C", "C", "C", "C", "H", "H", "H", "H", "H", "H", "H", "H", "H"],
  "coordinates": [[3.15, 0.01, 1.89], [-0.39, -0.10, -1.27], [0.24, 0.63, -0.10], [-0.81, 0.07, 0.82], [-1.91, 0.01, -1.42], [-1.29, -0.84, -0.31], [0.02, -0.50, -2.11], [0.26, 1.82, -0.23], [-1.29, -1.96, -0.15], [-2.22, 1.06, -1.34], [-0.37, -0.48, 1.72], [-1.52, 0.73, 1.24], [3.99, 0.81, 1.15], [4.31, -0.65, 2.51], [-2.18, -0.61, -2.40]]
}

---

Record 4
{
  "formula": "C4H6N2",
  "method": "the ωB97M-V functional and the def2-TZVPD basis",
  "multiplicity": 1,
  "gap_ev": 9.09,
  "relative_energy_kcal_mol": 126.4,
  "homo_ha": -0.293,
  "total_charge": 0,
  "symbols": ["N", "N", "C", "C", "C", "C", "H", "H", "H", "H", "H", "H"],
  "coordinates": [[0.16, 0.31, -1.62], [-0.17, -0.59, 0.71], [-1.14, -0.06, -0.13], [1.15, -0.80, 0.13], [1.26, -0.10, -1.23], [-0.63, 0.78, 0.97], [1.31, -1.87, -0.05], [-2.14, -0.51, -0.23], [-1.12, 0.91, 1.93], [0.01, 1.61, 0.67], [-0.62, 0.78, -1.98], [1.92, -0.46, 0.83]]
}

---

Record 5
{
  "formula": "C5H11BrSi",
  "method": "the ωB97M-V functional and the def2-TZVPD basis",
  "multiplicity": 1,
  "smiles": "C[SiH2]Br.CC1=CC1",
  "gap_ev": 9.83,
  "relative_energy_kcal_mol": 66.7,
  "homo_ha": -0.331,
  "total_charge": 0,
  "symbols": ["Br", "Si", "C", "C", "C", "C", "C", "H", "H", "H", "H", "H", "H", "H", "H", "H", "H", "H"],
  "coordinates": [[-2.67, -1.23, 0.84], [-3.00, 0.77, 0.02], [1.35, -0.49, 1.21], [2.10, -0.34, -1.34], [1.74, -0.68, -0.01], [-1.34, 1.60, -0.07], [1.51, -1.94, 0.85], [-0.43, 1.05, 0.24], [2.38, -2.50, 1.30], [1.66, 0.59, -1.60], [1.80, -0.93, -2.08], [-1.35, 2.44, 0.60], [0.68, -2.65, 0.74], [-3.88, 1.43, 0.99], [-1.03, 1.99, -1.04], [0.92, 0.28, 1.95], [3.17, -0.25, -1.26], [-3.60, 0.86, -1.35]]
}

---

Record 6
{
  "formula": "C14H16",
  "method": "the ωB97M-V functional and the def2-TZVPD basis",
  "multiplicity": 1,
  "smiles": "Cc1ccccc1.Cc1ccccc1",
  "gap_ev": 9.57,
  "relative_energy_kcal_mol": 48.6,
  "homo_ha": -0.318,
  "total_charge": 0,
  "symbols": ["C", "C", "C", "C", "C", "C", "C", "C", "C", "C", "C", "C", "C", "C", "H", "H", "H", "H", "H", "H", "H", "H", "H", "H", "H", "H", "H", "H", "H", "H"],
  "coordinates": [[0.91, -0.21, 0.44], [2.79, -1.33, 1.36], [-3.90, 0.23, -0.78], [3.80, -1.20, 2.43], [-2.54, 2.15, -0.14], [-3.75, 1.48, -0.22], [-1.67, 0.40, -1.56], [-0.33, 2.44, -1.41], [1.35, -2.56, -0.12], [0.52, -1.40, -0.16], [2.19, -0.12, 1.02], [-2.88, -0.33, -1.55], [-1.57, 1.68, -0.98], [2.49, -2.50, 0.66], [-4.82, -0.28, -0.89], [0.35, 0.73, 0.32], [-4.58, 1.73, 0.46], [-2.48, 3.03, 0.50], [2.53, 0.82, 1.34], [0.06, 2.79, -0.43], [4.46, -2.02, 2.57], [-0.85, -0.08, -1.96], [3.48, -0.77, 3.37], [-3.17, -1.18, -2.18], [-0.62, 3.36, -1.87], [2.89, -3.43, 1.00], [0.42, 2.00, -2.10], [4.52, -0.45, 2.04], [-0.46, -1.49, -0.68], [0.85, -3.48, -0.46]]
}

---

Record 7
{
  "formula": "C2H6Br2N",
  "method": "the ωB97M-V functional and the def2-TZVPD basis",
  "multiplicity": 1,
  "gap_ev": 10.29,
  "relative_energy_kcal_mol": 22.5,
  "homo_ha": -0.526,
  "total_charge": 1,
  "symbols": ["Br", "Br", "N", "C", "C", "H", "H", "H", "H", "H", "H"],
  "coordinates": [[-0.24, -2.19, -0.13], [-2.80, 0.46, 0.35], [0.28, 0.32, -1.23], [0.46, -0.46, 0.00], [1.08, 0.02, 1.09], [-2.22, -0.53, 1.30], [1.45, -0.44, 2.02], [-0.39, 0.01, -1.95], [-0.10, 1.30, -0.84], [1.16, 0.48, -1.83], [1.32, 1.04, 1.24]]
}

---

Record 8
{
  "formula": "C22H26ClN2PRbS4Sb",
  "method": "the ωB97M-V functional and the def2-TZVPD basis",
  "multiplicity": 1,
  "gap_ev": 4.18,
  "homo_ha": -0.025,
  "total_charge": -2,
  "symbols": ["Sb", "Rb", "Cl", "S", "S", "S", "S", "P", "N", "N", "C", "C", "C", "C", "C", "C", "C", "C", "C", "C", "C", "C", "C", "C", "C", "C", "C", "C", "C", "C", "C", "C", "H", "H", "H", "H", "H", "H", "H", "H", "H", "H", "H", "H", "H", "H", "H", "H", "H", "H", "H", "H", "H", "H", "H", "H", "H", "H"],
  "coordinates": [[-1.19, 5.14, 0.47], [0.35, 2.63, -1.29], [3.36, 2.20, -0.15], [-2.03, 6.93, 1.64], [1.18, 5.18, 0.32], [-1.76, 3.07, 1.45], [-2.02, 4.91, -1.73], [1.62, -0.35, -0.32], [-3.00, 1.20, -1.61], [-1.96, 0.24, -1.38], [4.10, -1.65, -0.97], [4.16, 0.71, -0.56], [6.17, -0.45, -1.16], [1.61, -0.12, 1.49], [0.67, -4.36, 0.22], [0.52, 0.89, 3.39], [-5.03, -0.14, -1.71], [2.57, -0.34, 3.69], [-4.28, 0.93, -0.92], [-4.13, 0.49, 0.54], [-0.01, -3.70, -1.99], [5.47, -1.64, -1.23], [1.06, -2.09, -0.52], [0.10, -4.67, -1.00], [1.15, -3.07, 0.46], [3.43, -0.48, -0.62], [1.51, 0.40, 4.22], [0.57, 0.62, 2.02], [5.52, 0.73, -0.82], [-5.03, 2.26, -0.98], [0.46, -2.42, -1.74], [2.62, -0.59, 2.33], [-6.01, 2.16, -0.51], [0.74, -5.11, 1.00], [-3.71, -0.52, 0.63], [5.97, -2.56, -1.50], [-5.12, 0.47, 1.02], [-5.12, 0.16, -2.75], [-0.28, -5.67, -1.18], [-4.46, 3.04, -0.46], [0.35, -1.65, -2.50], [-0.27, 1.53, 3.75], [3.55, -2.58, -1.02], [-6.03, -0.29, -1.29], [-2.64, 2.10, -1.29], [-3.50, 1.20, 1.08], [-1.84, 0.07, -0.38], [3.36, -0.70, 4.34], [6.05, 1.67, -0.76], [1.57, -2.82, 1.42], [1.48, 0.62, 5.28], [-0.47, -3.94, -2.94], [-2.24, -0.64, -1.80], [-4.51, -1.10, -1.67], [-0.19, 1.10, 1.40], [3.47, -1.14, 1.92], [7.24, -0.43, -1.36], [-5.15, 2.58, -2.02]]
}